Density functional theory data (the ωB97M-V functional and the def2-TZVPD basis) for C22H30N4O4S in the gas phase.

LUMO: 0.61 eV
Kohn-Sham gap: 9.190 eV
E: -1774.5582 Eh
HOMO: -8.578 eV
energy above the lowest of the compared OMol25 structures with the same formula, charge and spin: 0.687 eV

Geometry as ORCA input:
```
! RIJCOSX wB97M-V def2-TZVPD def2/J DEFGRID3
* xyz 0 1
C -4.56 -2.24 0.95
C -5.15 -0.85 0.72
C -4.55 -0.09 -0.47
C -4.70 -0.87 -1.78
C -5.24 1.28 -0.60
N -3.12 0.12 -0.26
C -2.56 0.78 0.77
O -3.17 1.28 1.69
C -1.03 0.90 0.70
N -0.42 0.25 -0.44
C 0.08 1.13 -1.49
C 1.36 1.77 -1.05
C 1.40 3.06 -0.56
C 2.58 3.61 -0.07
C 3.74 2.85 -0.06
O 4.95 3.27 0.41
C 5.05 4.57 0.94
C 3.71 1.55 -0.57
C 2.54 1.02 -1.06
C -0.14 -1.07 -0.53
O 0.40 -1.54 -1.53
C -0.48 -1.97 0.64
C 0.84 -2.50 1.21
C 1.72 -1.33 1.59
O 1.32 -0.37 2.22
N 3.03 -1.34 1.18
C 3.74 -2.26 0.45
N 3.40 -3.46 0.17
C 4.34 -4.09 -0.58
C 5.44 -3.36 -0.87
S 5.31 -1.78 -0.20
H -4.96 -2.66 1.86
H -3.48 -2.18 1.05
H -4.80 -2.91 0.13
H -4.99 -0.24 1.61
H -6.23 -0.94 0.56
H -4.36 -0.26 -2.62
H -4.12 -1.79 -1.76
H -5.75 -1.12 -1.94
H -4.80 1.84 -1.42
H -5.10 1.84 0.32
H -6.30 1.15 -0.78
H -2.50 -0.24 -0.97
H -0.60 0.55 1.64
H -0.80 1.97 0.65
H 0.24 0.51 -2.38
H -0.69 1.88 -1.71
H 0.51 3.67 -0.56
H 2.57 4.62 0.31
H 4.81 5.33 0.19
H 6.09 4.69 1.25
H 4.40 4.70 1.81
H 4.63 0.99 -0.58
H 2.52 0.02 -1.46
H -1.06 -1.47 1.41
H -1.06 -2.82 0.26
H 1.35 -3.12 0.46
H 0.66 -3.10 2.10
H 3.52 -0.48 1.39
H 4.16 -5.11 -0.88
H 6.31 -3.64 -1.43
*
```